Record 1
The following is a quantum chemistry calculation of 4 unconnected molecules or ions with the total composition C44H92F2N9O11P3SSi, from the OMol25 dataset.

Output
Energy above the lowest of the compared OMol25 structures with the same formula, charge and spin, kcal/mol: 142.4
Orbital gap, eV: 6.1

Cartesian coordinates (Å):
C1 2.055 -1.931 4.510
C2 2.366 -1.498 3.405
C3 2.682 -1.266 1.862
C4 2.701 0.295 1.537
C5 1.412 1.079 2.003
C6 1.440 2.527 1.298
C7 1.093 2.349 -0.273
C8 -0.383 2.803 -0.647
C9 -1.179 1.714 -1.523
C10 -1.568 0.496 -0.553
C11 -3.001 -0.138 -0.910
O1 -2.745 -1.350 -1.660
C12 -3.869 -2.151 -1.778
C13 -3.870 -3.344 -2.828
O2 -4.907 -1.982 -1.142
O3 1.402 -1.680 1.241
S1 1.670 -2.110 -0.326
O4 1.507 -1.105 -1.376
O5 1.092 -3.356 -0.808
O6 3.331 -2.279 -0.183
C14 3.776 -2.219 1.202
C15 3.494 -3.667 1.853
O7 4.138 -4.735 1.150
O8 3.302 -5.256 0.186
C16 5.308 -1.854 1.275
F1 5.793 -2.218 2.582
F2 5.602 -0.470 1.115
C17 6.224 -2.642 0.249
C18 7.436 -1.797 -0.337
Si1 7.072 -0.914 -1.992
C19 8.659 -0.688 -3.074
C20 6.389 0.840 -1.598
C21 5.803 -1.796 -3.103
C22 4.833 -0.910 -3.858
C23 3.799 -1.437 -4.803
C24 3.720 -2.910 -4.984
C25 4.649 -3.839 -4.242
C26 5.702 -3.280 -3.317
H1 1.500 -2.202 5.447
H2 2.884 0.375 0.414
H3 3.641 0.725 2.015
H4 1.404 1.155 3.129
H5 0.434 0.614 1.692
H6 2.447 3.027 1.400
H7 0.582 3.122 1.727
H8 1.895 2.838 -0.917
H9 1.162 1.239 -0.478
H10 -0.314 3.721 -1.320
H11 -1.047 3.021 0.238
H12 -0.572 1.370 -2.410
H13 -2.150 2.177 -1.880
H14 -1.533 0.803 0.539
H15 -0.788 -0.303 -0.721
H16 -3.494 -0.343 0.093
H17 -3.618 0.583 -1.527
H18 -3.595 -2.914 -3.843
H19 -3.039 -4.055 -2.509
H20 -4.872 -3.873 -2.863
H21 2.391 -3.914 1.896
H22 3.863 -3.725 2.927
H23 3.917 -5.669 -0.460
H24 6.684 -3.503 0.836
H25 5.637 -3.145 -0.583
H26 7.892 -1.064 0.401
H27 8.271 -2.547 -0.553
H28 8.346 -0.032 -3.940
H29 8.863 -1.715 -3.527
H30 9.531 -0.286 -2.485
H31 6.797 1.247 -0.627
H32 5.251 0.811 -1.542
H33 6.616 1.521 -2.484
H34 4.882 0.217 -3.758
H35 3.134 -0.696 -5.340
H36 2.950 -3.363 -5.677
H37 4.546 -4.958 -4.384
H38 6.407 -3.976 -2.770
C27 7.892 -1.359 7.355
N1 6.656 -0.757 6.913
C28 5.739 -1.770 6.404
P1 6.112 0.856 6.782
O9 5.090 0.693 7.916
N2 6.988 2.094 7.600
C29 8.272 1.975 8.270
C30 6.159 3.034 8.366
N3 7.181 1.080 5.386
C31 6.428 0.965 4.142
C32 8.553 0.695 5.168
H39 8.423 -1.828 6.516
H40 7.710 -2.140 8.102
H41 8.576 -0.654 7.820
H42 5.901 -1.933 5.331
H43 4.699 -1.465 6.544
H44 5.848 -2.730 6.917
H45 8.349 1.071 8.879
H46 8.457 2.807 8.954
H47 9.100 2.037 7.562
H48 5.925 2.647 9.363
H49 5.220 3.239 7.850
H50 6.663 3.997 8.478
H51 6.312 -0.084 3.845
H52 6.920 1.509 3.329
H53 5.426 1.396 4.253
H54 8.636 -0.282 4.674
H55 9.161 0.651 6.065
H56 9.035 1.436 4.519
C33 -9.624 -5.018 -6.223
N4 -8.911 -5.585 -5.102
C34 -8.580 -6.982 -5.358
P2 -8.482 -4.983 -3.561
O10 -6.983 -4.950 -3.901
N5 -8.571 -3.286 -3.290
C35 -9.148 -2.278 -4.162
C36 -7.389 -2.705 -2.637
N6 -10.188 -5.090 -3.044
C37 -10.439 -6.284 -2.233
C38 -11.401 -4.711 -3.725
H57 -10.590 -5.518 -6.368
H58 -9.056 -5.131 -7.154
H59 -9.819 -3.954 -6.120
H60 -9.388 -7.643 -5.020
H61 -7.666 -7.275 -4.834
H62 -8.399 -7.178 -6.419
H63 -8.877 -2.420 -5.211
H64 -8.809 -1.271 -3.905
H65 -10.232 -2.220 -4.046
H66 -6.603 -2.471 -3.362
H67 -6.977 -3.387 -1.894
H68 -7.646 -1.789 -2.101
H69 -10.622 -7.164 -2.864
H70 -11.300 -6.142 -1.572
H71 -9.578 -6.503 -1.593
H72 -11.847 -5.549 -4.274
H73 -11.291 -3.892 -4.428
H74 -12.135 -4.370 -2.986
C39 -3.900 7.878 1.053
N7 -3.268 7.226 -0.072
C40 -1.938 7.779 -0.303
P3 -3.796 6.050 -1.192
O11 -2.851 4.976 -0.634
N8 -5.217 5.147 -0.822
C41 -6.158 5.380 0.261
C42 -5.094 3.696 -1.016
N9 -4.848 7.262 -1.973
C43 -4.249 7.797 -3.198
C44 -5.728 8.250 -1.400
H75 -4.065 8.944 0.848
H76 -3.276 7.812 1.952
H77 -4.859 7.445 1.322
H78 -1.986 8.638 -0.985
H79 -1.273 7.034 -0.749
H80 -1.456 8.104 0.623
H81 -5.664 5.602 1.210
H82 -6.785 4.505 0.455
H83 -6.877 6.159 0.007
H84 -4.649 3.207 -0.143
H85 -4.477 3.468 -1.887
H86 -6.071 3.243 -1.206
H87 -3.548 8.613 -2.977
H88 -5.014 8.171 -3.886
H89 -3.696 7.016 -3.729
H90 -5.234 9.224 -1.279
H91 -6.145 7.983 -0.435
H92 -6.587 8.394 -2.065

---

Record 2
The following is a quantum chemistry calculation of a molecular structure, C32H43BBrCdN9O4S3Te4, from the OMol25 dataset.

Output
Energy above the lowest of the compared OMol25 structures with the same formula, charge and spin, kcal/mol: 28.0
Total charge: -2
Orbital gap, eV: 4.8

Cartesian coordinates (Å):
Cd1 -2.661 -1.127 -0.743
C1 2.475 -5.390 2.427
C2 1.987 -4.732 1.137
C3 2.993 -5.017 0.022
C4 0.611 -5.307 0.799
N1 1.908 -3.261 1.339
C5 2.325 -2.569 2.473
C6 2.143 -1.254 2.232
N2 1.630 -1.117 0.963
B1 1.127 0.184 0.272
N3 1.255 1.391 1.226
C7 2.334 2.249 1.233
C8 2.002 3.332 1.953
N4 0.698 3.150 2.411
C9 0.244 1.928 1.969
S1 -1.202 1.140 2.316
C10 0.000 4.271 3.091
C11 0.832 4.668 4.316
C12 -0.087 5.432 2.094
C13 -1.413 3.947 3.566
N5 2.042 0.439 -0.956
C14 3.240 -0.192 -1.204
C15 3.590 0.051 -2.477
N6 2.594 0.841 -3.037
C16 1.640 1.085 -2.079
S2 0.256 2.056 -2.163
C17 2.492 1.162 -4.484
C18 1.256 0.473 -5.057
C19 3.724 0.618 -5.208
C20 2.453 2.678 -4.674
C21 1.468 -2.352 0.409
S3 0.819 -2.631 -1.115
H1 2.502 -6.467 2.264
H2 1.796 -5.196 3.260
H3 3.482 -5.067 2.699
H4 3.047 -6.094 -0.153
H5 3.985 -4.659 0.309
H6 2.686 -4.524 -0.899
H7 0.699 -6.391 0.697
H8 0.221 -4.892 -0.129
H9 -0.095 -5.095 1.600
H10 2.704 -3.059 3.348
H11 2.315 -0.404 2.869
H12 -0.013 0.037 -0.061
H13 3.232 2.038 0.680
H14 2.567 4.220 2.164
H15 1.828 5.022 4.047
H16 0.937 3.814 4.987
H17 0.325 5.471 4.853
H18 0.899 5.774 1.777
H19 -0.612 6.272 2.553
H20 -0.644 5.120 1.210
H21 -1.430 3.125 4.277
H22 -2.077 3.684 2.747
H23 -1.793 4.852 4.047
H24 3.732 -0.791 -0.458
H25 4.448 -0.280 -3.028
H26 1.278 -0.600 -4.856
H27 1.219 0.621 -6.139
H28 0.348 0.867 -4.612
H29 3.783 -0.469 -5.144
H30 4.649 1.057 -4.828
H31 3.633 0.886 -6.261
H32 1.630 3.115 -4.113
H33 2.323 2.902 -5.736
H34 3.392 3.126 -4.337
Te1 -5.214 -3.018 -1.789
Te2 -6.259 -5.472 -1.945
Te3 -2.108 -2.639 -4.959
Te4 -2.444 -3.382 -2.389
C22 -2.708 1.321 -3.846
C23 -3.106 1.710 -2.472
N7 -3.378 0.888 -1.473
C24 -3.762 1.651 -0.401
C25 -3.740 2.966 -0.759
N8 -3.314 2.977 -2.068
C26 -4.054 4.232 -0.068
O1 -4.549 4.128 1.141
O2 -3.879 5.295 -0.637
C27 -4.118 0.986 0.896
O3 -4.579 1.712 1.804
O4 -3.932 -0.255 0.939
H35 -2.656 0.235 -3.934
H36 -1.727 1.731 -4.081
H37 -3.436 1.693 -4.571
H38 -3.182 3.822 -2.599
H39 -4.692 3.132 1.406
Br1 -2.062 -4.881 5.262
C28 -2.198 -3.962 3.603
C29 -1.348 -2.910 3.339
C30 -1.461 -2.298 2.100
N9 -2.354 -2.671 1.186
C31 -3.185 -3.672 1.472
C32 -3.136 -4.366 2.672
H40 -0.618 -2.561 4.056
H41 -0.842 -1.445 1.855
H42 -3.913 -3.925 0.707
H43 -3.816 -5.182 2.863

---

Record 3
The following is a quantum chemistry calculation of 10 unconnected molecules or ions with the total composition C22H68N16O10, from the OMol25 dataset.

Output
Energy above the lowest of the compared OMol25 structures with the same formula, charge and spin, kcal/mol: 129.3
Orbital gap, eV: 8.8

Cartesian coordinates (Å):
C1 0.472 2.378 -1.719
O1 0.180 3.513 -2.480
C2 0.959 3.595 -3.704
C3 0.704 4.996 -4.276
C4 1.213 5.183 -5.714
N1 1.359 5.974 -3.476
H1 -0.079 1.565 -2.190
H2 -0.026 2.629 -0.783
H3 1.527 2.106 -1.685
H4 2.032 3.602 -3.513
H5 0.806 2.772 -4.403
H6 -0.369 5.157 -4.173
H7 1.477 6.196 -6.017
H8 0.443 4.897 -6.430
H9 2.170 4.698 -5.909
H10 2.210 5.513 -3.188
H11 0.935 6.028 -2.561
C5 -4.272 -0.784 -6.500
O2 -4.210 -1.111 -5.093
C6 -4.361 -0.018 -4.216
C7 -4.562 -0.751 -2.840
C8 -5.843 -1.585 -2.554
N2 -4.485 0.311 -1.862
H12 -3.848 -1.612 -7.068
H13 -3.686 0.102 -6.745
H14 -5.229 -0.514 -6.947
H15 -3.417 0.516 -4.319
H16 -5.153 0.688 -4.465
H17 -3.705 -1.416 -2.735
H18 -6.764 -1.012 -2.662
H19 -5.775 -2.145 -1.621
H20 -5.926 -2.397 -3.276
H21 -4.540 -0.083 -0.934
H22 -3.606 0.807 -1.857
C9 5.719 -2.585 4.943
O3 5.768 -1.276 4.511
C10 5.699 -0.341 5.566
C11 4.191 -0.091 5.996
C12 3.420 0.374 4.833
N3 4.159 0.943 7.057
H23 4.821 -2.754 5.536
H24 6.554 -2.722 5.631
H25 5.696 -3.392 4.211
H26 6.329 -0.645 6.402
H27 6.073 0.634 5.254
H28 3.749 -1.011 6.379
H29 3.938 1.169 4.297
H30 2.383 0.571 5.106
H31 3.246 -0.429 4.117
H32 4.751 1.692 6.729
H33 4.739 0.474 7.738
C13 3.016 -1.431 1.570
O4 1.993 -0.486 1.810
C14 1.363 0.005 0.641
C15 0.180 -1.107 0.308
C16 -0.774 -0.652 -0.763
N4 -0.614 -1.391 1.500
H34 3.932 -0.847 1.474
H35 2.814 -2.066 0.707
H36 3.147 -2.141 2.388
H37 0.900 0.977 0.814
H38 2.110 0.163 -0.137
H39 0.576 -2.020 -0.136
H40 -1.650 -1.296 -0.841
H41 -0.217 -0.616 -1.699
H42 -1.111 0.363 -0.552
H43 -1.343 -0.694 1.564
H44 0.112 -0.962 2.055
N5 1.628 -3.045 -3.070
C17 2.476 -2.243 -2.478
N6 2.325 -1.118 -3.039
O5 3.295 -2.459 -1.587
H45 0.991 -2.719 -3.783
H46 1.560 -3.992 -2.724
H47 3.129 -0.523 -2.908
H48 1.736 -1.064 -3.858
N7 2.522 -4.680 0.256
C18 1.963 -5.731 -0.285
N8 1.613 -6.613 0.565
O6 1.741 -5.857 -1.419
H49 2.634 -4.566 1.253
H50 3.034 -4.061 -0.356
H51 1.548 -7.530 0.147
H52 1.802 -6.412 1.537
N9 -0.753 3.105 4.353
C19 0.481 2.687 4.316
N10 0.787 1.878 3.363
O7 1.292 2.962 5.185
H53 -1.191 3.708 5.035
H54 -1.239 2.746 3.543
H55 1.597 1.282 3.456
H56 0.089 1.505 2.736
N11 -2.643 4.327 -2.503
C20 -3.202 3.199 -2.158
N12 -4.444 3.247 -2.389
O8 -2.580 2.229 -1.716
H57 -3.200 5.126 -2.770
H58 -1.642 4.363 -2.629
H59 -5.008 2.428 -2.215
H60 -4.804 4.153 -2.653
N13 -0.629 -4.037 2.946
C21 -1.151 -4.869 2.089
N14 -1.761 -4.137 1.199
O9 -1.091 -6.100 2.126
H61 0.153 -4.473 3.414
H62 -0.564 -3.112 2.546
H63 -1.970 -4.580 0.316
H64 -1.596 -3.144 1.278
N15 -3.940 2.046 1.088
C22 -3.396 1.392 1.991
N16 -4.324 0.923 2.797
O10 -2.210 1.236 2.158
H65 -3.298 2.495 0.451
H66 -4.884 1.901 0.757
H67 -5.218 1.385 2.889
H68 -3.961 0.532 3.654

---

Number 1: LUMO level -1.26 eV, maximum force 0.1577 hartree/bohr. Number 2: LUMO level 3.43 eV, maximum force 0.0170 hartree/bohr. Number 3: LUMO level 0.00 eV, maximum force 0.1709 hartree/bohr.